[1]
# C34H48N6O12

A cluster of 7 separate species, C34H48N6O12 in total (ωB97M-V/def2-TZVPD, the OMol25 dataset).

XYZ file:
```
100
C34H48N6O12, DFT ωB97M-V/def2-TZVPD
C -4.164 -3.637 3.349
C -3.185 -3.046 2.299
C -3.956 -2.613 1.102
C -4.581 -1.288 1.136
C -3.542 -0.292 1.448
C -2.916 -0.438 2.871
N -2.426 -1.862 2.885
O -1.688 -2.210 3.937
C -3.829 0.012 4.056
C -1.705 0.492 2.827
C -2.055 -4.003 1.975
H -3.533 -4.047 4.187
H -4.875 -4.346 3.087
H -4.953 -2.770 3.915
H -4.850 -3.234 0.779
H -3.262 -2.576 0.506
H -5.545 -1.391 1.816
H -4.853 -1.044 0.030
H -4.207 0.495 1.412
H -2.875 -0.455 0.621
H -3.250 -0.031 4.968
H -4.611 -0.681 4.041
H -4.337 0.932 3.859
H -2.143 1.579 2.638
H -0.964 0.126 2.061
H -1.190 0.522 3.808
H -2.325 -4.873 1.354
H -1.711 -4.453 2.758
H -1.201 -3.565 1.318
C 0.807 -0.368 -0.039
O 0.869 0.820 0.497
O 1.634 -0.733 -0.999
O -0.109 -1.148 0.353
H 2.091 -0.070 -1.331
C 0.095 0.764 -4.222
C -1.249 0.750 -4.860
C -1.263 0.796 -6.384
C -0.081 0.533 -7.260
C 1.241 0.531 -6.571
C 1.329 0.685 -5.023
N -0.298 0.388 -8.686
O 0.624 0.111 -9.523
O -1.348 0.288 -9.167
H 0.177 0.594 -3.111
H -2.117 0.832 -4.422
H -2.164 0.971 -6.929
H 2.059 0.231 -7.355
H 2.063 0.595 -4.441
C 0.804 4.067 -0.387
C 0.999 5.127 -1.612
C -0.279 5.668 -2.211
C -1.700 5.098 -1.895
C -1.748 4.233 -0.673
C -0.480 3.805 0.090
N -2.925 5.568 -2.654
O -4.055 5.405 -2.102
O -2.697 6.163 -3.617
H 1.786 3.638 -0.022
H 2.073 5.360 -2.074
H -0.448 6.358 -2.974
H -2.978 4.073 -0.433
H -0.564 3.002 0.880
C 4.552 2.163 4.234
C 3.660 1.897 3.025
C 2.199 2.501 3.156
C 1.795 3.424 4.312
C 2.882 3.811 5.358
C 4.254 3.055 5.275
N 0.491 3.900 4.476
O -0.384 3.798 3.489
O 0.333 4.724 5.393
H 5.464 1.816 4.288
H 4.024 1.374 2.158
H 1.627 2.252 2.403
H 2.847 4.685 5.957
H 5.067 3.325 6.052
C 5.455 -1.077 2.794
O 6.443 -0.737 3.448
N 5.495 -1.477 1.504
C 4.283 -1.972 0.869
C 6.749 -1.631 0.735
H 4.397 -1.205 3.254
H 4.285 -1.556 -0.212
H 3.439 -1.817 1.335
H 4.623 -3.159 0.992
H 7.379 -2.363 1.296
H 7.325 -0.906 0.849
H 6.386 -1.952 -0.396
C -0.666 -4.081 -1.635
O -0.816 -5.139 -1.073
N -0.256 -4.066 -2.882
C -0.228 -2.706 -3.687
C 0.226 -5.241 -3.731
H -1.087 -3.081 -1.216
H 0.557 -2.713 -4.311
H -0.215 -1.744 -3.256
H -1.106 -2.764 -4.262
H -0.124 -6.113 -3.450
H 1.288 -5.492 -3.769
H -0.060 -5.174 -4.661
```

Properties
Gap between HOMO and LUMO, eV: 3.892
E_HOMO, hartree: -0.302
Energy above the lowest of the compared OMol25 structures with the same formula, charge and spin, kJ/mol: 319.45
Total charge: 0
E_tot, hartree: -2554.64423

***

[2]
# C34H48N6OS2

A cluster of 4 separate species, C34H48N6OS2 in total (ωB97M-V/def2-TZVPD, the OMol25 dataset).

XYZ file:
```
91
C34H48N6OS2, DFT ωB97M-V/def2-TZVPD
C 5.285 -0.569 0.368
C 4.399 0.720 0.838
N 4.259 1.835 -0.156
C 5.562 2.384 -0.666
C 6.419 3.174 0.533
C 3.226 1.598 -1.221
S 2.610 0.113 -1.766
S 2.471 3.154 -2.036
C 0.761 2.783 -2.711
C 0.220 3.973 -3.737
C -1.311 3.655 -4.327
C -1.926 2.269 -3.687
C -1.685 0.855 -4.454
N -2.144 -0.505 -4.008
C -2.860 -0.354 -2.696
C -3.416 -1.766 -1.998
C -4.198 -1.771 -0.555
C -4.496 -0.344 0.264
C -5.286 -0.486 1.692
C -5.164 0.802 2.696
C -3.636 1.303 3.012
C -3.514 2.821 3.622
C -4.281 3.984 2.759
O -3.582 4.415 1.538
C -4.516 4.848 0.485
C -3.972 1.038 -0.442
C -3.152 1.032 -1.896
N -2.691 2.371 -2.399
H 4.589 -1.434 -0.072
H 6.193 -0.339 -0.331
H 5.750 -1.041 1.360
H 4.867 1.097 1.869
H 3.315 0.329 1.126
H 6.241 1.633 -1.252
H 5.294 3.249 -1.444
H 6.037 2.918 1.611
H 6.284 4.353 0.405
H 7.561 2.924 0.439
H 0.802 1.767 -3.299
H 0.053 2.660 -1.762
H 0.176 5.031 -3.187
H 0.985 4.047 -4.640
H -1.273 3.652 -5.496
H -2.007 4.542 -3.951
H -1.087 0.901 -5.487
H -3.226 -2.801 -2.513
H -4.560 -2.778 -0.048
H -4.922 -1.460 2.262
H -6.436 -0.649 1.418
H -5.890 1.627 2.294
H -5.619 0.453 3.743
H -2.885 1.218 2.119
H -3.216 0.573 3.858
H -3.825 2.887 4.757
H -2.354 3.104 3.600
H -4.344 4.939 3.471
H -5.385 3.739 2.458
H -5.079 5.850 0.706
H -5.318 4.009 0.273
H -3.891 4.975 -0.497
H -4.147 2.073 0.090
C -3.129 -4.571 4.373
C -3.233 -3.974 3.094
C -3.884 -4.868 2.275
N -4.173 -5.986 3.013
C -3.721 -5.812 4.295
H -2.673 -4.142 5.256
H -2.872 -2.996 2.803
H -4.165 -4.806 1.232
H -4.646 -6.811 2.666
H -3.858 -6.585 5.040
C 10.188 2.644 -2.122
C 9.953 1.523 -2.954
C 8.785 1.761 -3.643
N 8.305 2.984 -3.253
C 9.157 3.532 -2.330
H 11.021 2.788 -1.446
H 10.570 0.638 -3.041
H 8.255 1.166 -4.375
H 7.455 3.415 -3.594
H 8.956 4.504 -1.900
C -2.390 -7.994 0.919
C -1.526 -8.905 0.265
C -0.290 -8.800 0.862
N -0.376 -7.854 1.850
C -1.654 -7.361 1.896
H -3.436 -7.820 0.702
H -1.779 -9.567 -0.554
H 0.642 -9.314 0.668
H 0.384 -7.566 2.452
H -1.930 -6.604 2.617
```

Properties
Gap between HOMO and LUMO, eV: 7.138
E_HOMO, hartree: -0.298
Energy above the lowest of the compared OMol25 structures with the same formula, charge and spin, kJ/mol: 1643.98
Total charge: 0
Structure (SMILES): CCN(CC)C(=S)SCCCc1cnc2ccc(CCCCCOC)cc2n1.c1cc[nH]c1.c1cc[nH]c1.c1cc[nH]c1
E_tot, hartree: -2523.83124

***

[3]
# C34H48N7NaO11P2S

A structure of composition C34H48N7NaO11P2S (ωB97M-V/def2-TZVPD, the OMol25 dataset).

XYZ file:
```
104
C34H48N7NaO11P2S, DFT ωB97M-V/def2-TZVPD
Na 0.035 -0.141 -0.264
C 1.291 4.742 0.483
C 0.599 3.437 0.190
N 0.568 2.441 0.998
N 1.129 2.704 2.224
C 1.333 1.661 3.000
N 1.805 2.048 4.260
S 1.217 -0.031 2.719
C -0.125 3.339 -1.116
C -0.333 4.499 -1.871
C -1.013 4.424 -3.075
C -1.483 3.195 -3.505
C -1.242 2.094 -2.693
N -0.574 2.155 -1.545
H 1.923 4.627 1.357
H 0.575 5.544 0.686
H 1.896 5.052 -0.375
H 1.502 2.976 4.516
H 1.670 1.334 4.957
H 0.009 5.456 -1.505
H -1.198 5.322 -3.653
H -2.048 3.086 -4.421
H -1.624 1.115 -2.966
O -7.014 2.891 -0.566
C -6.066 3.466 0.010
O -6.040 4.600 0.543
C -4.799 2.618 0.216
C -3.914 2.900 1.251
C -2.779 2.118 1.410
N -2.453 1.115 0.598
C -3.292 0.846 -0.409
C -4.474 1.553 -0.617
C -2.860 -0.260 -1.386
O -3.634 -0.533 -2.326
O -1.722 -0.767 -1.191
H -4.118 3.740 1.902
H -2.075 2.317 2.216
H -5.128 1.276 -1.430
C -0.965 -1.438 -4.301
C 0.330 -0.667 -4.400
C 1.322 -1.316 -5.349
O 0.871 -0.614 -3.054
P 2.137 0.142 -2.519
O 1.946 0.912 -1.280
C 3.331 -1.181 -2.216
P 2.798 -1.860 -0.615
O 1.329 -1.952 -0.591
O 3.440 -0.914 0.442
C 4.712 -0.965 1.112
C 5.011 0.478 1.468
C 4.606 -1.859 2.329
O 3.575 -3.228 -0.387
C 2.939 -4.525 -0.559
C 1.954 -4.781 0.565
C 2.316 -4.654 -1.937
O 2.694 1.002 -3.735
C 2.281 2.410 -3.797
C 3.239 3.249 -2.983
C 2.240 2.775 -5.261
H -1.482 -1.399 -5.264
H -1.624 -1.050 -3.521
H -0.751 -2.482 -4.058
H 0.129 0.362 -4.710
H 1.456 -2.368 -5.082
H 2.291 -0.816 -5.349
H 0.920 -1.274 -6.364
H 4.333 -0.762 -2.116
H 3.298 -1.933 -3.005
H 5.450 -1.356 0.403
H 4.142 0.898 1.982
H 5.202 1.070 0.572
H 5.880 0.535 2.127
H 3.723 -1.568 2.905
H 5.492 -1.723 2.953
H 4.528 -2.909 2.047
H 3.775 -5.220 -0.471
H 1.074 -4.145 0.471
H 2.419 -4.580 1.531
H 1.647 -5.829 0.537
H 1.491 -3.948 -2.054
H 1.916 -5.662 -2.063
H 3.056 -4.477 -2.721
H 1.280 2.494 -3.370
H 4.259 3.128 -3.360
H 3.201 2.956 -1.934
H 2.957 4.302 -3.058
H 3.237 2.698 -5.704
H 1.881 3.799 -5.372
H 1.563 2.114 -5.805
N -5.118 -2.401 6.304
C -5.372 -2.467 4.959
O -6.448 -2.849 4.543
C -4.243 -2.075 4.039
C -4.431 -2.223 2.676
C -3.392 -1.878 1.819
N -2.217 -1.426 2.247
C -2.044 -1.266 3.554
C -3.029 -1.572 4.484
H -5.929 -2.465 6.895
H -4.333 -1.879 6.647
H -5.378 -2.584 2.299
H -3.506 -1.957 0.743
H -1.080 -0.867 3.856
H -2.812 -1.402 5.532
```

Properties
Gap between HOMO and LUMO, eV: 5.485
E_HOMO, hartree: -0.084
Energy above the lowest of the compared OMol25 structures with the same formula, charge and spin, kJ/mol: 131.70
Total charge: -2
E_tot, hartree: -3778.92792

***

[4]
# C34H48N7O3ScSi

A structure of composition C34H48N7O3ScSi (ωB97M-V/def2-TZVPD, the OMol25 dataset).

XYZ file:
```
94
C34H48N7O3ScSi, DFT ωB97M-V/def2-TZVPD
Sc -0.314 0.148 0.074
C -0.595 1.839 4.442
Si 0.638 0.865 3.415
C 1.589 -0.268 4.553
C 1.843 2.065 2.601
N -0.115 -0.035 2.110
C -0.950 -1.129 2.449
C -1.570 -1.288 3.695
C -2.360 -2.386 3.990
C -2.575 -3.371 3.039
C -1.995 -3.248 1.786
C -1.209 -2.146 1.522
O -0.570 -1.971 0.257
C -0.810 -2.959 -0.734
C 0.125 -3.967 -0.857
C -0.056 -4.932 -1.840
C -1.170 -4.878 -2.664
C -2.120 -3.880 -2.487
C -1.954 -2.911 -1.506
H -0.233 2.853 4.627
H -0.750 1.375 5.417
H -1.575 1.918 3.970
H 2.306 0.314 5.137
H 2.138 -1.046 4.020
H 0.934 -0.771 5.264
H 1.845 3.013 3.141
H 1.587 2.310 1.566
H 2.870 1.692 2.620
H -1.432 -0.527 4.449
H -2.813 -2.466 4.968
H -3.189 -4.232 3.260
H -2.149 -4.010 1.036
H 0.944 -4.027 -0.155
H 0.662 -5.734 -1.946
H -1.315 -5.630 -3.426
H -3.003 -3.856 -3.111
H -2.694 -2.139 -1.351
C 4.805 0.411 -0.463
C 3.269 0.585 -0.422
N 2.601 -0.683 -0.100
C 3.088 -1.199 1.180
C 4.612 -1.452 1.131
N 5.092 -1.045 -0.235
C 4.421 -1.868 -1.297
C 2.896 -1.644 -1.162
H 5.321 0.962 0.322
H 5.241 0.676 -1.425
H 2.895 0.929 -1.384
H 3.016 1.324 0.332
H 2.558 -2.126 1.401
H 2.841 -0.488 1.963
H 4.879 -2.500 1.263
H 5.168 -0.854 1.851
H 6.099 -1.198 -0.289
H 4.717 -2.902 -1.132
H 4.822 -1.536 -2.254
H 2.408 -2.583 -0.929
H 2.474 -1.272 -2.094
O -1.577 -0.076 -1.552
C -0.578 0.069 -2.330
O 0.566 0.311 -1.777
C -0.718 -0.041 -3.780
C -1.983 -0.263 -4.324
C -2.126 -0.366 -5.696
C -1.010 -0.256 -6.516
C 0.252 -0.036 -5.974
C 0.400 0.076 -4.604
H -2.839 -0.352 -3.670
H -3.102 -0.532 -6.130
H -1.124 -0.338 -7.589
H 1.111 0.052 -6.625
H 1.371 0.265 -4.167
C -2.763 1.836 0.651
N -1.405 2.234 0.125
C -1.632 2.907 -1.206
N -2.527 4.034 -1.102
C -3.814 3.565 -0.581
N -3.666 2.957 0.745
C -3.083 3.952 1.651
N -1.783 4.422 1.163
C -0.886 3.297 1.052
C -1.971 5.010 -0.164
H -2.619 1.390 1.642
H -3.178 1.089 -0.032
H -2.061 2.175 -1.888
H -0.660 3.237 -1.582
H -4.237 2.831 -1.268
H -4.498 4.409 -0.508
H -2.960 3.509 2.641
H -3.761 4.801 1.733
H -0.745 2.845 2.032
H 0.077 3.640 0.666
H -1.010 5.366 -0.541
H -2.650 5.858 -0.086
```

Properties
Gap between HOMO and LUMO, eV: 7.842
E_HOMO, hartree: -0.466
Energy above the lowest of the compared OMol25 structures with the same formula, charge and spin, kJ/mol: 86.22
Total charge: +2
E_tot, hartree: -2983.31952

***

[5]
# C34H49BFN9O2RhS

A structure of composition C34H49BFN9O2RhS (ωB97M-V/def2-TZVPD, the OMol25 dataset).

XYZ file:
```
98
C34H49BFN9O2RhS, DFT ωB97M-V/def2-TZVPD
Rh -0.839 1.467 -0.565
N 1.750 1.592 3.242
C 2.807 0.677 3.307
C 3.472 0.455 4.510
C 4.537 -0.427 4.552
C 4.930 -1.116 3.410
C 4.258 -0.913 2.216
C 3.213 0.000 2.155
S 2.364 0.379 0.666
N 0.794 0.487 1.396
C 0.719 1.529 2.343
C -0.404 2.380 2.426
C -0.624 3.274 3.502
C -1.763 4.038 3.528
C -2.691 3.933 2.491
C -2.415 3.054 1.464
N -1.318 2.293 1.425
H 1.679 2.241 4.006
H 3.151 0.972 5.407
H 5.054 -0.590 5.488
H 5.751 -1.818 3.454
H 4.538 -1.458 1.324
H 0.077 3.352 4.321
H -1.935 4.717 4.352
H -3.593 4.525 2.470
H -3.072 2.967 0.606
C 2.000 4.231 -3.023
N 1.721 3.125 -2.111
C 1.201 3.604 -0.841
C 1.547 1.857 -2.560
N 0.786 1.002 -1.909
C 0.832 -0.394 -2.157
C 1.997 -1.104 -2.424
C 1.950 -2.464 -2.684
C 0.733 -3.131 -2.663
C -0.423 -2.447 -2.322
C -0.383 -1.087 -2.039
N -1.493 -0.392 -1.516
C -2.700 -0.511 -2.021
N -2.941 -0.788 -3.328
C -4.069 -1.584 -3.771
C -2.020 -0.343 -4.353
N -3.786 -0.340 -1.218
C -3.610 -0.423 0.218
C -4.855 0.560 -1.643
N 2.216 1.563 -3.727
C 1.632 0.753 -4.777
C 3.641 1.807 -3.848
H 2.699 4.917 -2.544
H 1.074 4.772 -3.236
H 2.428 3.894 -3.958
H 1.991 4.059 -0.244
H 0.774 2.771 -0.284
H 0.403 4.328 -1.024
H 2.947 -0.584 -2.432
H 2.864 -3.002 -2.899
H 0.688 -4.192 -2.871
H -1.367 -2.973 -2.237
H -4.636 -1.932 -2.912
H -3.707 -2.450 -4.331
H -4.729 -1.006 -4.424
H -1.477 0.520 -3.974
H -2.599 -0.028 -5.223
H -1.315 -1.123 -4.656
H -2.921 -1.229 0.458
H -4.577 -0.634 0.673
H -3.217 0.500 0.654
H -4.969 0.542 -2.721
H -4.616 1.585 -1.347
H -5.794 0.249 -1.185
H 0.566 0.646 -4.612
H 2.079 -0.243 -4.832
H 1.784 1.259 -5.733
H 4.011 2.313 -2.959
H 3.872 2.420 -4.723
H 4.172 0.856 -3.953
C 0.938 -4.096 2.519
C -0.051 -3.014 2.133
C -1.105 -3.571 1.196
O 0.682 -1.990 1.394
B 0.233 -0.792 1.844
O -0.694 -0.846 2.841
C -0.648 -2.215 3.344
C -2.048 -2.631 3.742
C 0.271 -2.184 4.556
H 1.315 -4.576 1.616
H 0.455 -4.859 3.132
H 1.784 -3.689 3.068
H -0.613 -3.949 0.302
H -1.813 -2.799 0.894
H -1.659 -4.387 1.660
H -2.761 -2.458 2.938
H -2.369 -2.059 4.613
H -2.074 -3.689 4.008
H 1.278 -1.858 4.285
H 0.341 -3.162 5.032
H -0.132 -1.477 5.281
F -2.175 2.558 -1.645
```

Properties
2S+1: 5
Gap between HOMO and LUMO (spin up / spin down), eV: 7.326 / 7.134
E_HOMO (spin up / spin down), hartree: -0.328 / -0.376
Total charge: +1
E_tot, hartree: -2601.65187